88
Properties=species:S:1:pos:R:3:forces:R:3 method="wB97M-V/def2-TZVPD" e_lumo_ev=-3.1 energy_ha=-3998.0627 total_charge=+1 homo_lumo_gap_ev=6.90 de_lowest_kcal_mol=12.7
Ca -0.250214 1.341232 -0.922673 0.0 -0.2 0.4
C 3.099079 -0.328192 -3.534240 0.0 0.0 0.0
C 2.364964 -0.956380 -4.524901 0.0 0.0 0.0
C 1.033062 -1.256452 -4.288003 0.1 0.0 0.1
C 0.478772 -0.928271 -3.059308 -0.1 -0.1 -0.1
N 1.182527 -0.303224 -2.104979 -0.1 0.1 -0.1
C 2.459382 -0.007185 -2.349076 0.0 0.0 0.0
C -0.961045 -1.202164 -2.782364 -0.1 0.0 -0.1
C -1.682141 -2.139606 -3.510063 0.0 0.0 0.1
C -3.041301 -2.250885 -3.276312 0.0 0.0 0.0
C -3.650956 -1.421339 -2.352393 0.0 0.0 0.1
C -2.862184 -0.523025 -1.641523 0.0 0.0 -0.1
N -1.548258 -0.446234 -1.853150 0.0 0.1 -0.1
C -3.443181 0.462924 -0.682109 -0.1 0.0 0.1
C -4.782224 0.422641 -0.318665 0.0 0.0 0.0
C -5.290728 1.401655 0.520404 0.0 0.0 0.0
C -4.450046 2.401057 0.974067 0.0 0.0 0.0
C -3.123348 2.362998 0.580920 0.0 0.0 0.0
N -2.624464 1.419074 -0.214328 0.0 -0.1 -0.1
H 4.137898 -0.066413 -3.676272 0.0 0.0 0.0
H 2.818891 -1.197340 -5.476768 0.0 0.0 0.0
H 0.432968 -1.711809 -5.061093 0.0 0.0 0.0
H 2.984754 0.524563 -1.563947 0.0 0.0 0.0
H -1.196883 -2.773820 -4.236919 0.0 0.0 0.0
H -3.630598 -2.969900 -3.830230 0.0 0.0 0.0
H -4.718444 -1.474026 -2.203874 0.0 0.0 0.0
H -5.430472 -0.363042 -0.675101 0.0 0.0 0.0
H -6.333251 1.379225 0.809653 0.0 0.0 0.0
H -4.800667 3.193932 1.619780 0.0 0.0 0.0
H -2.425753 3.119565 0.922152 0.0 0.0 0.0
I -2.010902 3.042536 4.106319 0.0 0.0 0.0
C 0.089279 2.849648 3.926354 0.1 -0.1 0.0
I 0.838751 2.908606 1.939761 -0.1 0.2 -0.1
H 0.386201 1.915159 4.387712 0.0 0.0 0.0
H 0.531129 3.690569 4.444678 0.0 0.0 0.0
C -0.856435 -0.817343 4.775797 0.1 0.0 0.0
Sb -0.766121 -1.242609 2.672721 0.0 0.0 -0.1
C -2.881491 -1.108829 2.339560 -0.1 0.0 0.0
C -0.834750 -3.401901 2.946265 -0.1 0.0 0.0
C 0.480739 -4.035186 3.280480 0.1 0.0 0.0
C 0.982748 -3.885509 4.575122 0.0 0.0 0.0
C 2.212580 -4.401712 4.946424 0.0 0.0 0.0
C 2.968304 -5.096290 4.014693 0.0 0.0 0.0
C 2.474047 -5.272998 2.733633 0.0 0.0 0.0
C 1.235836 -4.759669 2.343967 0.0 0.0 0.1
C 0.775176 -4.984498 0.936745 0.0 -0.1 0.0
Sb 0.851810 -3.161101 -0.229046 -0.1 0.1 -0.1
C 2.623255 -2.382812 0.690229 0.1 0.0 0.0
C 1.862896 -3.948615 -1.960075 0.1 0.0 0.0
H 0.127140 -0.962281 5.222627 0.0 0.0 0.0
H -1.570846 -1.484045 5.259653 0.0 0.0 0.0
H -1.169579 0.212276 4.940146 0.0 0.0 0.0
H -3.425866 -1.654364 3.110738 0.0 0.0 0.0
H -3.121205 -1.538799 1.365932 0.0 0.0 0.0
H -3.194450 -0.063378 2.352809 0.0 0.0 0.0
H -1.306751 -3.828147 2.060668 0.1 0.0 0.0
H -1.534165 -3.524545 3.776546 0.0 0.0 0.0
H 0.384830 -3.357322 5.309658 0.0 0.0 0.0
H 2.573252 -4.271180 5.958571 0.0 0.0 0.0
H 3.929545 -5.512252 4.287785 0.0 0.0 0.0
H 3.054444 -5.835965 2.010951 0.0 0.0 0.0
H -0.252390 -5.348602 0.889620 0.0 0.0 0.0
H 1.409388 -5.725897 0.451232 0.0 0.0 0.0
H 3.472261 -3.040426 0.503080 0.0 0.0 0.0
H 2.473881 -2.298507 1.766502 0.0 0.0 0.0
H 2.836687 -1.392916 0.285935 0.0 0.0 0.0
H 2.331189 -4.904217 -1.723586 0.0 0.0 0.0
H 2.641607 -3.243982 -2.258366 0.0 0.0 0.0
H 1.176806 -4.087748 -2.795353 0.0 0.0 0.0
C -1.038855 7.179366 -0.974309 0.0 0.0 0.1
C -0.671067 6.145284 -2.006448 0.0 -0.1 -0.1
O 0.004293 5.061617 -1.327700 0.1 0.1 0.0
P 0.746909 3.911661 -2.148651 0.0 0.1 -0.1
O 1.285807 2.981432 -1.074209 0.0 0.0 0.0
Te -0.727624 2.805628 -3.634952 0.0 0.1 0.0
O 1.921302 4.617498 -2.943691 0.0 0.0 0.0
C 3.044742 5.163609 -2.196360 -0.1 0.0 0.0
C 4.238249 4.251266 -2.334728 0.0 0.0 0.0
H -1.526685 8.029036 -1.451701 0.0 0.0 0.0
H -0.148714 7.539059 -0.457418 0.0 0.0 0.0
H -1.722809 6.759978 -0.235786 0.0 0.0 0.0
H -0.004136 6.554184 -2.767997 0.0 0.0 0.0
H -1.549593 5.732261 -2.505168 0.0 0.0 0.0
H 2.758193 5.293160 -1.151408 0.0 0.0 0.0
H 3.228642 6.144652 -2.628909 0.0 0.0 0.0
H 4.021685 3.279258 -1.890801 0.0 0.0 0.0
H 5.099104 4.681201 -1.820191 0.0 0.0 0.0
H 4.495609 4.115177 -3.384763 0.0 0.0 0.0


6
Properties=species:S:1:pos:R:3:forces:R:3 method="wB97M-V/def2-TZVPD" e_lumo_ev=0.8 energy_ha=-152.8665 smiles=O.O homo_lumo_gap_ev=12.21 de_lowest_kcal_mol=5.3
H -2.098087 -0.788978 -0.241109 -0.3 -2.1 -0.4
H -0.935184 0.103962 0.201327 0.5 -0.5 0.1
H 1.147618 0.799921 -0.279301 0.8 -0.3 0.4
H 2.239076 -0.101584 0.475086 0.4 0.6 0.5
O -1.856202 0.077291 -0.035345 -0.2 2.5 0.4
O 1.502781 -0.090614 -0.120658 -1.3 -0.1 -0.9


74
Properties=species:S:1:pos:R:3:forces:R:3 method="wB97M-V/def2-TZVPD" e_lumo_ev=0.3 energy_ha=-2370.9237 smiles="CC(C)CN(C(=O)COC(=O)c1ccccc1SCC(=O)NC1CCCCCC1)[C@H]1CCS(=O)(=O)C1" homo_lumo_gap_ev=8.72 de_lowest_kcal_mol=0.0
C -2.263303 -0.298745 3.714370 -0.1 -0.2 -0.2
H -2.331891 0.781484 3.819257 0.0 0.2 0.0
H -2.667034 -0.758183 4.613068 0.0 0.0 0.1
H -1.212423 -0.567884 3.633403 0.2 0.0 0.0
C -3.039984 -0.761215 2.483942 0.0 0.3 0.0
C -4.521905 -0.422084 2.622179 0.2 -0.2 -0.1
H -4.958550 -0.961549 3.459239 -0.1 0.0 0.1
H -5.070326 -0.689786 1.721496 -0.1 0.0 -0.1
H -4.651018 0.643390 2.799935 0.0 0.2 0.0
H -2.939727 -1.848007 2.397126 0.0 0.0 0.0
C -2.442534 -0.077385 1.242946 -0.1 -0.2 0.5
N -3.023692 -0.545203 -0.004390 0.3 -0.2 -0.1
C -3.975844 0.185129 -0.639523 -0.1 0.3 0.0
O -4.858500 -0.297439 -1.320614 -0.2 0.1 0.1
C -3.883659 1.713189 -0.510613 -0.5 0.0 -0.4
H -4.332687 2.068067 0.418919 0.1 -0.1 -0.1
O -2.558643 2.228171 -0.535578 0.0 0.1 -0.1
C -1.877576 2.046153 -1.676511 -0.3 -0.3 -0.5
O -2.362699 1.477820 -2.630880 -0.1 0.3 0.2
C -0.522713 2.617505 -1.672987 0.4 0.2 0.0
C 0.083502 2.775714 -2.919521 -0.2 0.0 0.1
C 1.355673 3.292939 -3.033607 0.1 0.0 0.0
C 2.040563 3.663097 -1.885444 0.0 0.0 0.0
C 1.464044 3.500580 -0.641278 0.0 0.1 0.0
C 0.185168 2.966156 -0.514066 -0.1 0.1 0.0
S -0.540843 2.694340 1.059316 0.3 0.0 0.9
C 0.864756 2.765433 2.213008 -0.2 0.3 -0.5
C 2.092313 1.908039 1.903656 -0.5 0.1 0.1
O 3.153111 2.210016 2.416404 0.4 0.2 0.2
N 1.905808 0.835783 1.126333 -0.1 -0.3 -0.2
H 1.034405 0.673285 0.635136 0.0 0.2 0.2
C 3.003065 -0.047853 0.765629 0.0 -0.1 0.0
C 2.666486 -1.463227 1.234339 0.4 0.1 0.2
C 3.752462 -2.493347 0.926828 -0.3 -0.1 -0.1
H 4.723000 -2.124053 1.261648 0.1 0.0 0.1
C 3.804507 -2.868820 -0.555138 0.2 0.0 0.0
H 4.159006 -3.897985 -0.651742 -0.1 0.0 0.0
C 4.717030 -1.986320 -1.410732 0.0 0.0 0.1
C 4.665989 -0.487313 -1.100679 -0.1 -0.1 -0.2
C 3.279997 0.047353 -0.737595 0.3 0.2 0.1
H 2.502395 -0.479339 -1.290633 -0.1 0.0 -0.1
H 3.224549 1.103869 -1.013425 -0.1 0.0 0.0
H 5.349545 -0.257292 -0.280576 0.1 0.1 0.0
H 5.036130 0.047274 -1.978369 0.1 0.0 0.1
H 4.440340 -2.144374 -2.455197 0.1 0.0 -0.1
H 5.752739 -2.317370 -1.296338 0.0 0.0 -0.1
H 2.791503 -2.840242 -0.957429 0.0 -0.1 0.0
H 3.528270 -3.392850 1.505663 0.1 0.0 0.0
H 1.737091 -1.775605 0.750742 -0.1 0.0 0.0
H 2.495611 -1.429107 2.314327 -0.1 0.0 0.0
H 3.873446 0.324911 1.318382 -0.1 -0.1 -0.1
H 1.183265 3.798149 2.361730 0.1 -0.2 0.0
H 0.440480 2.413274 3.156144 0.0 0.0 0.0
H 2.024045 3.791143 0.232615 0.0 0.0 0.1
H 3.034649 4.079156 -1.954891 0.1 0.0 0.0
H 1.812783 3.409916 -4.003698 0.0 0.0 -0.1
H -0.479917 2.481973 -3.792311 0.0 0.0 -0.1
H -4.450391 2.111211 -1.360171 0.1 -0.1 0.2
C -2.863063 -1.963687 -0.347335 -0.8 -0.3 0.0
C -1.471215 -2.450559 0.014406 0.2 0.6 -0.6
H -1.359826 -3.511000 -0.191216 0.0 -0.1 0.0
H -1.123427 -2.230249 1.014553 0.2 0.1 0.1
S -0.477373 -1.555220 -1.236433 0.4 -0.4 0.1
O -0.151510 -0.236902 -0.742990 -0.3 0.3 -0.1
O 0.647117 -2.355374 -1.643941 -0.1 -0.4 -0.2
C -1.757166 -1.508701 -2.521493 0.4 0.0 0.5
C -2.933013 -2.209043 -1.869590 -0.6 -0.1 0.0
H -3.878906 -1.850930 -2.273042 0.2 -0.2 0.0
H -2.875414 -3.287421 -2.030522 0.0 0.0 0.1
H -1.968111 -0.469395 -2.758382 0.1 0.0 0.1
H -1.371147 -2.025440 -3.392778 0.2 -0.1 0.0
H -3.646372 -2.556057 0.146835 0.2 0.0 0.0
H -1.359473 -0.201311 1.213586 -0.1 0.1 0.0
H -2.622974 0.989379 1.334466 0.1 -0.1 0.0